No. 1
Here is a molecular structure, C35H25ClN3OS4Ti from the OMol25 dataset. Energies are from ωB97M-V/def2-TZVPD.

The geometry in XYZ format:
```
70
Properties=species:S:1:pos:R:3:nbo_charge:R:1
Ti 0.37 0.27 -0.55 1.6971
S -2.30 0.27 2.27 -0.4353
C -1.94 -1.11 3.25 -0.1749
C -2.36 -1.17 4.60 -0.2434
C -2.13 -2.27 5.41 -0.2150
C -1.47 -3.39 4.91 -0.2734
C -1.04 -3.37 3.60 -0.2391
C -1.24 -2.24 2.79 -0.1626
S -0.64 -2.34 1.12 0.3041
C 1.12 -2.60 1.40 -0.5982
C 1.88 -1.35 1.77 0.2891
C 3.02 -1.48 2.55 -0.2115
C 3.65 -0.35 3.03 -0.1399
C 3.06 0.88 2.80 -0.2694
C 1.91 0.95 2.03 0.2786
C 1.12 2.21 1.97 -0.5548
S 0.03 2.39 0.55 -0.2931
C 2.29 0.86 -1.19 -0.5599
C 2.68 2.21 -1.27 -0.1501
C 3.95 2.61 -1.65 -0.3191
C 4.89 1.63 -1.99 -0.2102
C 4.55 0.31 -1.90 -0.2511
C 3.27 -0.13 -1.47 -0.1414
S 3.03 -1.83 -1.25 -0.4030
N 1.39 -0.15 1.44 -0.5548
H -2.90 -0.32 4.99 0.2117
H -2.48 -2.26 6.43 0.1950
H -1.30 -4.26 5.53 0.1963
H -0.55 -4.23 3.17 0.2008
H 1.54 -3.02 0.49 0.2891
H 1.24 -3.32 2.21 0.2290
H 3.39 -2.47 2.77 0.2131
H 4.55 -0.43 3.61 0.2104
H 3.46 1.79 3.23 0.2163
H 1.79 3.07 2.04 0.2224
H 0.47 2.20 2.86 0.2576
H 1.96 2.98 -1.00 0.2082
H 4.20 3.66 -1.69 0.1944
H 5.88 1.92 -2.30 0.1940
H 5.28 -0.46 -2.14 0.2116
Cl -3.82 -5.44 -2.65 -0.0301
C -2.68 -4.15 -2.38 -0.0750
C -1.34 -4.34 -2.70 -0.1937
C -0.42 -3.33 -2.50 -0.2403
C -0.84 -2.12 -1.93 0.3881
O 0.05 -1.19 -1.67 -0.7801
C -2.20 -1.93 -1.63 -0.1862
C -2.65 -0.61 -1.25 0.2255
N -1.87 0.35 -0.92 -0.4973
C -2.35 1.67 -1.09 0.1513
C -3.50 2.21 -0.62 -0.2193
C -3.86 3.52 -1.03 -0.1851
C -3.10 4.22 -1.92 -0.2066
C -1.89 3.66 -2.42 -0.1109
C -1.04 4.29 -3.36 -0.1135
C 0.09 3.65 -3.77 -0.2680
C 0.45 2.42 -3.18 0.1063
N -0.30 1.83 -2.28 -0.4753
C -1.50 2.41 -1.96 0.2351
C -3.12 -2.95 -1.86 -0.1675
H -1.02 -5.29 -3.12 0.2229
H 0.63 -3.45 -2.72 0.2531
H -3.71 -0.40 -1.39 0.1828
H -4.10 1.66 0.09 0.2503
H -4.77 3.96 -0.63 0.2140
H -3.40 5.20 -2.25 0.2083
H -1.31 5.26 -3.76 0.2108
H 0.76 4.09 -4.50 0.2219
H 1.38 1.94 -3.42 0.2363
H -4.16 -2.80 -1.63 0.2232
```

Summary:
HOMO level	-3.64	eV
net charge	-1
E_LUMO	1.74	eV
energy	-4490.81489	hartree
HOMO-LUMO gap	5.38	eV
largest force on an atom	0.465	eV Å⁻¹



No. 2
Here is a molecular structure, C35H25F3N4SbV from the OMol25 dataset. Energies are from ωB97M-V/def2-TZVPD.

The geometry in XYZ format:
```
69
Properties=species:S:1:pos:R:3:mulliken_spin:R:1
V 0.41 -1.70 -0.05 1.7358
C -2.23 -3.33 -3.41 -0.0334
C -2.43 -2.00 -3.04 0.0253
C -2.14 -1.58 -1.76 -0.0134
C -1.63 -2.52 -0.84 -0.0023
C -1.44 -3.87 -1.21 -0.0531
C -1.73 -4.26 -2.50 0.0114
N -1.25 -2.08 0.47 -0.2935
C -1.71 -2.30 1.77 0.0462
C -2.94 -2.80 2.17 -0.0710
C -3.15 -2.88 3.55 0.0322
C -2.18 -2.49 4.48 -0.0655
C -0.94 -2.02 4.07 0.0192
C -0.73 -1.93 2.70 -0.0353
N 0.46 -1.59 2.03 -0.0673
N 1.50 -1.29 2.64 -0.0092
C 2.58 -1.13 1.74 0.0236
C 3.84 -0.83 2.20 -0.0024
C 4.88 -0.79 1.27 0.0103
C 4.62 -1.07 -0.06 -0.0074
C 3.32 -1.34 -0.45 0.0294
N 2.31 -1.37 0.44 -0.0627
H -2.47 -3.64 -4.41 -0.0004
H -2.83 -1.29 -3.76 0.0003
H -2.34 -0.57 -1.44 -0.0150
H -1.07 -4.59 -0.48 -0.0005
H -1.60 -5.29 -2.80 -0.0004
H -3.70 -3.09 1.47 0.0002
H -4.10 -3.26 3.91 -0.0005
H -2.40 -2.58 5.53 -0.0010
H -0.17 -1.75 4.78 -0.0006
H 4.01 -0.65 3.26 0.0001
H 5.89 -0.57 1.59 -0.0009
H 5.41 -1.07 -0.80 0.0003
H 3.07 -1.54 -1.49 0.0003
F -0.28 1.50 -6.49 -0.0008
C -0.18 1.40 -5.17 -0.0048
C 0.94 0.76 -4.64 0.0005
C 1.04 0.66 -3.27 -0.0023
C 0.04 1.19 -2.44 -0.0009
C -1.07 1.82 -3.00 -0.0066
C -1.18 1.93 -4.38 0.0004
Sb 0.15 0.97 -0.37 -0.1665
C 1.82 1.93 0.40 -0.0080
C 2.93 2.22 -0.39 -0.0026
C 4.03 2.85 0.18 0.0006
C 3.99 3.18 1.52 -0.0056
F 5.04 3.77 2.06 -0.0007
C 2.89 2.92 2.32 0.0002
C 1.79 2.29 1.75 -0.0004
C -1.50 1.90 0.46 -0.0162
C -2.57 1.21 1.01 0.0135
C -3.65 1.90 1.54 0.0001
C -3.63 3.29 1.49 -0.0004
F -4.66 3.95 1.99 -0.0001
C -2.57 4.00 0.96 -0.0009
C -1.50 3.30 0.44 -0.0022
H 1.70 0.38 -5.31 -0.0001
H 1.93 0.19 -2.86 0.0009
H -1.85 2.23 -2.38 -0.0007
H -2.02 2.43 -4.84 -0.0001
H 2.95 1.99 -1.45 -0.0010
H 4.90 3.11 -0.41 -0.0001
H 2.90 3.22 3.36 0.0000
H 0.92 2.11 2.36 -0.0006
H -2.59 0.13 1.03 0.0060
H -4.51 1.39 1.97 0.0000
H -2.61 5.08 0.95 -0.0002
H -0.67 3.86 0.02 0.0007
```

Summary:
HOMO level (spin up / spin down)	-16.93 / -16.86	eV
net charge	+3
E_LUMO (spin up / spin down)	-11.09 / -11.10	eV
energy	-3050.56738	hartree
HOMO-LUMO gap (spin up / spin down)	5.85 / 5.77	eV
2S+1	2
largest force on an atom	0.874	eV Å⁻¹



No. 3
Here is a molecular structure, C35H25I2N3O2PSSn from the OMol25 dataset. Energies are from ωB97M-V/def2-TZVPD.

The geometry in XYZ format:
```
70
Properties=species:S:1:pos:R:3:nbo_charge:R:1
Sn -1.62 0.47 -0.67 1.4926
O 0.05 1.38 1.93 -0.6143
N -0.69 0.19 2.21 -0.1778
C 0.02 -0.67 2.84 0.1022
C 1.39 -0.58 3.41 -0.1193
C 1.51 -1.04 4.71 -0.1562
C 2.72 -0.98 5.39 -0.1522
C 3.84 -0.48 4.75 -0.1841
C 3.75 -0.05 3.44 -0.1073
C 2.53 -0.08 2.76 -0.4045
P 2.59 0.39 1.03 1.3642
C 2.94 2.10 0.80 -0.4743
C 3.18 2.58 -0.50 -0.1641
C 3.43 3.92 -0.69 -0.2048
C 3.42 4.79 0.40 -0.1270
C 3.14 4.33 1.68 -0.2047
C 2.89 2.98 1.89 -0.1080
C 3.68 -0.68 0.13 -0.4626
C 4.87 -0.23 -0.46 -0.1613
C 5.70 -1.14 -1.09 -0.1934
C 5.36 -2.49 -1.13 -0.1287
C 4.18 -2.94 -0.54 -0.2208
C 3.34 -2.04 0.09 -0.1101
H -0.51 2.09 2.29 0.4984
H -0.54 -1.57 3.06 0.2211
H 0.64 -1.45 5.22 0.2353
H 2.79 -1.34 6.41 0.2516
H 4.79 -0.43 5.27 0.2520
H 4.64 0.31 2.93 0.2273
H 3.18 1.90 -1.35 0.2292
H 3.64 4.30 -1.68 0.2452
H 3.62 5.84 0.24 0.2460
H 3.14 5.01 2.51 0.2446
H 2.68 2.62 2.88 0.2253
H 5.16 0.81 -0.41 0.2351
H 6.63 -0.81 -1.53 0.2488
H 6.02 -3.19 -1.62 0.2464
H 3.93 -3.99 -0.56 0.2408
H 2.43 -2.39 0.57 0.2064
I -5.32 4.23 0.07 0.3810
C -5.52 2.20 0.25 -0.1892
C -6.73 1.63 0.61 -0.2545
C -6.89 0.25 0.73 -0.0925
I -8.74 -0.46 1.21 0.4663
C -5.77 -0.65 0.52 -0.1405
C -5.81 -2.04 0.65 -0.0610
C -4.67 -2.79 0.43 -0.2153
C -3.50 -2.13 0.07 0.1036
N -3.44 -0.81 -0.07 -0.5720
C -4.55 -0.08 0.15 0.1812
C -4.39 1.36 -0.02 0.3941
O -3.27 1.80 -0.40 -0.7378
H -7.58 2.28 0.79 0.2723
H -6.73 -2.53 0.93 0.2623
H -4.68 -3.86 0.52 0.2686
H -2.58 -2.69 -0.11 0.2262
S -3.49 0.84 -5.04 0.5856
C -3.25 1.10 -3.38 -0.1071
N -2.38 0.32 -2.80 -0.6581
C -1.82 -0.59 -3.72 0.1692
C -0.86 -1.57 -3.44 -0.2594
C -0.44 -2.37 -4.48 -0.1671
C -0.95 -2.21 -5.78 -0.1730
C -1.90 -1.26 -6.06 -0.1661
C -2.33 -0.44 -5.01 -0.2592
H -3.77 1.89 -2.85 0.2497
H -0.46 -1.70 -2.45 0.2093
H 0.31 -3.13 -4.29 0.2409
H -0.60 -2.86 -6.57 0.2519
H -2.30 -1.14 -7.05 0.2538
```

Summary:
HOMO level (spin up / spin down)	-16.05 / -15.41	eV
net charge	+3
E_LUMO (spin up / spin down)	-9.48 / -10.69	eV
energy relative to the best compared isomer or geometry (same formula, charge and spin)	22.2	kJ/mol
energy	-3211.78265	hartree
HOMO-LUMO gap (spin up / spin down)	6.57 / 4.72	eV
largest force on an atom	0.371	eV Å⁻¹